{
  "formula": "C6H19CrINO3",
  "method": "ωB97M-V/def2-TZVPD",
  "total_charge": 1,
  "gap_ev": [4.401, 6.093],
  "fmax_ev_per_a": 1.7,
  "e_tot_ev": -50674.330,
  "multiplicity": 5,
  "elements": ["H", "O", "H", "C", "C", "H", "H", "H", "H", "I", "H", "C", "O", "H", "H", "C", "H", "C", "Cr", "H", "H", "H", "N", "C", "H", "H", "H", "H", "H", "H", "O"],
  "xyz": [[0.0262, 3.1744, -0.1985], [-0.8417, 0.4572, -5.2390], [0.4305, 2.1000, -4.8657], [1.8566, 0.1489, 1.5894], [-0.1416, 3.1973, -1.2839], [-0.4910, -0.6464, 2.6186], [-1.2979, 2.3950, -4.5390], [0.6073, 2.5497, -1.7546], [-0.8015, -2.1701, 4.9728], [-1.3420, -0.8442, -1.8747], [1.0031, 0.7588, 1.2867], [1.4008, -1.2882, 1.8572], [-1.4904, 2.9410, -1.6193], [-0.6832, 0.0933, -4.3653], [2.2669, -1.8346, 2.2432], [-0.5917, 1.8623, -5.1845], [-1.6920, 2.0086, -1.5204], [0.3285, -1.3278, 2.9245], [-2.1033, -3.0213, -0.4303], [2.3074, 0.5717, 2.4902], [2.6505, 0.1517, 0.8432], [-0.6945, 2.2775, -6.1851], [0.9881, -2.0040, 0.6262], [-1.1391, -2.7019, 4.0805], [0.0783, 4.2166, -1.6001], [-2.0989, -2.2764, 3.7458], [-1.3216, -3.7474, 4.3169], [1.8352, -2.0372, 0.0582], [0.7401, -0.9740, 3.8756], [0.3833, -1.4065, 0.0798], [-0.1726, -2.6241, 3.0515]],
  "lowdin_spin": [0.000, -0.010, 0.000, -0.002, 0.000, 0.000, 0.000, 0.000, 0.000, -0.225, 0.000, -0.003, -0.004, -0.007, 0.000, 0.000, -0.003, -0.001, 4.287, -0.001, 0.000, 0.000, -0.028, 0.000, 0.000, 0.000, 0.000, -0.001, 0.000, -0.005, 0.003]
}